1.
Entry from the Open Molecules 2025 dataset: 2 unconnected molecules or ions with the total composition CHN2O3 (ωB97M-V/def2-TZVPD).

Properties
ΔE to the lowest compared entry with this formula, charge and spin	397.35	kJ/mol
E	-373.779255	a.u.
M	89.0	Da
E_LUMO	4.0	eV
charge	-1
multiplicity	1
E_HOMO	-2.91	eV

The geometry in XYZ format:
```
7
Properties=species:S:1:pos:R:3:lowdin_charge:R:1
C 2.180 -0.360 -0.327 -0.3828
N -0.006 1.087 0.434 -0.0499
N 3.153 -0.049 0.291 -0.1511
O 4.384 -0.171 0.642 -0.2882
O 1.042 -0.331 -0.699 -0.0605
O -0.360 0.570 1.530 -0.1546
H 0.682 1.930 0.573 0.0872
```



2.
Entry from the Open Molecules 2025 dataset: a molecular structure, C5H6O (ωB97M-V/def2-TZVPD).

Properties
ΔE to the lowest compared entry with this formula, charge and spin	366.94	kJ/mol
E	-269.206480	a.u.
M	82.1	Da
E_LUMO	0.5	eV
multiplicity	1
E_HOMO	-10.20	eV

The geometry in XYZ format:
```
12
Properties=species:S:1:pos:R:3:lowdin_charge:R:1
C -1.336 1.059 -0.035 0.0016
C -0.526 -0.165 0.263 -0.4415
O -0.572 -0.688 1.355 0.0703
C 0.489 -0.706 -0.763 -0.1020
C 1.726 -0.572 0.027 -0.2170
C 2.622 -0.259 0.858 0.0760
H -2.375 0.752 -0.189 0.0966
H -0.981 1.606 -0.909 0.0822
H -1.301 1.692 0.855 0.0974
H 0.509 -0.140 -1.698 0.1198
H 0.273 -1.757 -0.990 0.1280
H 1.473 -0.822 1.226 0.0885
```



- What is the E in the first record?
  -373.779255 a.u.



- Which value of E_HOMO does entry 1 give?
  -2.91 eV



- E of number 2 (C5H6O)?
  -269.206480 a.u.



What did the first record say?
Entry from the Open Molecules 2025 dataset: 2 unconnected molecules or ions with the total composition CHN2O3 (ωB97M-V/def2-TZVPD).

Properties
ΔE to the lowest compared entry with this formula, charge and spin	397.35	kJ/mol
E	-373.779255	a.u.
M	89.0	Da
E_LUMO	4.0	eV
charge	-1
multiplicity	1
E_HOMO	-2.91	eV

The geometry in XYZ format:
```
7
Properties=species:S:1:pos:R:3:lowdin_charge:R:1
C 2.180 -0.360 -0.327 -0.3828
N -0.006 1.087 0.434 -0.0499
N 3.153 -0.049 0.291 -0.1511
O 4.384 -0.171 0.642 -0.2882
O 1.042 -0.331 -0.699 -0.0605
O -0.360 0.570 1.530 -0.1546
H 0.682 1.930 0.573 0.0872
```